C30H39As3N5O2STi | wB97M-V/def2-TZVPD

Last column: Löwdin charge in e.
CARTESIAN COORDINATES (ANGSTROEM)
Ti (1.993, 2.094, 0.379)  1.168
O (3.955, 5.114, -1.674)  0.115
C (3.262, 4.375, -0.968)  -0.380
N (3.143, 2.965, -1.031)  0.003
C (3.687, 2.179, -2.036)  -0.214
C (4.003, 2.545, -3.319)  -0.034
C (4.458, 1.649, -4.247)  -0.053
C (4.609, 0.277, -3.862)  -0.061
C (4.165, -0.187, -2.656)  -0.007
C (3.713, 0.776, -1.722)  -0.188
N (3.106, 0.485, -0.505)  0.016
C (3.524, -0.556, 0.313)  -0.411
O (3.955, -1.640, 0.000)  0.124
C (3.310, -0.120, 1.773)  -0.134
C (3.946, -0.820, 2.798)  0.049
C (4.406, -0.110, 3.922)  0.019
C (3.950, 1.197, 4.085)  -0.020
C (3.071, 1.735, 3.150)  -0.092
N (2.809, 1.126, 1.983)  -0.032
C (2.337, 4.973, 0.026)  -0.116
C (1.845, 6.240, -0.010)  0.044
C (0.956, 6.658, 0.982)  0.012
C (0.302, 5.730, 1.766)  -0.007
C (0.750, 4.408, 1.712)  -0.088
N (1.734, 4.019, 0.881)  -0.045
H (3.968, 3.583, -3.678)  0.123
H (4.720, 1.990, -5.221)  0.100
H (5.110, -0.392, -4.567)  0.112
H (4.100, -1.241, -2.417)  0.111
H (4.079, -1.867, 2.665)  0.126
H (5.109, -0.589, 4.596)  0.130
H (4.327, 1.876, 4.821)  0.115
H (2.618, 2.705, 3.396)  0.122
H (2.207, 6.950, -0.713)  0.133
H (0.734, 7.712, 1.022)  0.129
H (-0.503, 5.993, 2.438)  0.125
H (0.252, 3.575, 2.284)  0.138
C (-0.796, -0.009, 2.906)  -0.320
As (-0.947, -0.689, 0.987)  1.085
C (-2.304, 0.719, 0.749)  -0.335
C (-2.209, -2.176, 1.463)  -0.350
C (-2.680, -2.911, 0.211)  -0.687
C (-3.131, -4.304, 0.820)  -0.067
C (-1.605, -3.298, -0.803)  -0.394
As (-0.792, -1.989, -2.120)  1.054
C (-1.989, -2.045, -3.709)  -0.362
C (0.556, -3.233, -2.929)  -0.333
C (-3.797, -2.180, -0.553)  -0.382
As (-5.677, -1.751, 0.107)  1.123
C (-6.448, -3.624, -0.157)  -0.319
C (-5.573, -1.813, 2.062)  -0.395
H (-1.828, 0.055, 3.272)  0.018
H (-0.312, 0.953, 2.777)  -0.038
H (-0.172, -0.665, 3.570)  0.032
H (-3.068, 0.451, 1.462)  0.007
H (-2.671, 0.718, -0.279)  -0.008
H (-1.849, 1.687, 0.968)  0.007
H (-2.938, -1.695, 2.115)  0.047
H (-1.510, -2.838, 1.969)  0.068
H (-2.232, -4.847, 1.228)  0.095
H (-3.530, -4.973, 0.004)  0.097
H (-3.851, -4.140, 1.625)  0.053
H (-2.026, -4.071, -1.544)  0.096
H (-0.825, -3.837, -0.275)  0.069
H (-2.505, -3.003, -3.776)  0.011
H (-1.469, -1.985, -4.702)  0.038
H (-2.715, -1.186, -3.725)  0.009
H (-0.034, -4.033, -3.467)  0.038
H (1.298, -3.657, -2.261)  0.009
H (1.126, -2.796, -3.736)  0.004
H (-4.030, -2.843, -1.413)  0.059
H (-3.446, -1.262, -1.033)  0.020
H (-5.968, -4.064, -1.059)  0.016
H (-7.525, -3.673, -0.310)  0.007
H (-6.103, -4.161, 0.738)  0.003
H (-5.131, -0.825, 2.310)  -0.005
H (-4.929, -2.622, 2.520)  0.022
H (-6.616, -1.857, 2.483)  0.037
S (-1.307, 1.499, -2.800)  0.727
C (-0.414, 1.757, -1.521)  -0.912
N (0.260, 1.810, -0.538)  -0.080

## Properties
Orbital gap: 4.74 eV
Highest occupied orbital energy: -9.6 eV
Net charge: +1
F_max: 5.0 eV Å⁻¹

C4H6ClN2O2S | wB97M-V/def2-TZVPD

Last column: Löwdin charge in e.
CARTESIAN COORDINATES (ANGSTROEM)
C (2.837, -1.132, 0.612)  -0.302
S (2.403, 0.193, -0.623)  0.991
N (0.714, 0.488, -0.321)  -0.346
C (0.031, 1.556, -0.584)  -0.086
N (-1.237, 1.562, -0.123)  0.162
C (-1.401, 0.121, 0.310)  -0.240
C (-2.451, -0.740, -0.361)  -0.752
O (-2.218, -1.764, -0.910)  0.133
Cl (-4.035, 0.021, -0.388)  0.759
O (-0.078, -0.487, 0.352)  0.005
H (2.366, -2.061, 0.289)  0.042
H (2.572, -0.834, 1.635)  0.057
H (3.903, -1.320, 0.309)  0.069
H (0.300, 2.404, -1.127)  0.157
H (-2.074, 2.083, -0.451)  0.172
H (-1.631, -0.090, 1.380)  0.179

## Properties
SMILES: CSN1C=[NH+][C@@H](C(=O)Cl)O1
Orbital gap: 9.42 eV
Highest occupied orbital energy: -13.4 eV
Net charge: +1
F_max: 3.2 eV Å⁻¹
Energy relative to the best compared isomer or geometry (same formula, charge and spin): 55.20 kcal per mole

C37H42AuN4O2 | wB97M-V/def2-TZVPD

Last column: Mulliken spin population.
CARTESIAN COORDINATES (ANGSTROEM)
Au (-1.543, 0.478, -0.223)  0.321
N (-3.758, -0.238, -0.152)  0.158
C (-4.018, -0.447, 1.247)  -0.044
C (-4.368, -1.707, 1.700)  0.026
C (-4.557, -1.923, 3.057)  -0.005
C (-4.402, -0.873, 3.949)  0.005
C (-4.048, 0.383, 3.480)  -0.006
C (-3.838, 0.624, 2.126)  0.051
C (-3.417, 1.970, 1.646)  -0.012
C (-3.961, 3.108, 2.248)  0.022
C (-3.544, 4.380, 1.894)  -0.017
C (-2.572, 4.539, 0.918)  0.017
C (-2.035, 3.423, 0.284)  -0.070
C (-2.449, 2.154, 0.654)  0.481
H (-3.990, -1.054, -0.705)  -0.015
H (-4.251, 0.570, -0.517)  -0.019
H (-4.497, -2.519, 0.994)  -0.001
H (-4.831, -2.908, 3.411)  0.000
H (-4.549, -1.032, 5.009)  0.000
H (-3.896, 1.195, 4.181)  0.000
H (-4.733, 2.982, 2.997)  0.003
H (-3.983, 5.243, 2.375)  0.000
H (-2.237, 5.529, 0.637)  0.003
H (-1.289, 3.562, -0.488)  0.010
C (4.037, -2.568, -2.840)  -0.001
C (2.612, -2.112, -2.682)  -0.069
C (1.750, -2.058, -3.778)  0.266
C (0.418, -1.647, -3.650)  -0.078
C (-0.486, -1.567, -4.849)  0.003
C (-0.033, -1.294, -2.402)  0.157
C (0.795, -1.339, -1.242)  0.069
C (2.143, -1.754, -1.430)  0.130
N (0.218, -0.913, -0.098)  0.577
C (0.625, -1.180, 1.299)  -0.159
C (1.891, -2.012, 1.537)  -0.013
C (2.088, -2.260, 3.040)  -0.004
C (0.886, -3.000, 3.625)  0.000
C (-0.369, -2.154, 3.413)  0.004
C (-0.208, -0.794, 4.100)  -0.002
C (1.007, -0.063, 3.521)  0.020
C (2.260, -0.911, 3.743)  0.000
C (0.792, 0.167, 2.019)  0.100
C (-0.576, -1.932, 1.915)  0.042
H (4.264, -2.809, -3.876)  -0.004
H (4.226, -3.458, -2.238)  -0.003
H (4.725, -1.788, -2.516)  -0.003
H (2.123, -2.341, -4.756)  -0.001
H (-0.251, -2.342, -5.577)  -0.005
H (-0.378, -0.602, -5.350)  -0.005
H (-1.532, -1.675, -4.562)  -0.001
H (-1.066, -0.986, -2.273)  -0.016
H (2.831, -1.780, -0.605)  0.023
H (2.769, -1.471, 1.182)  0.009
H (1.832, -2.963, 1.000)  -0.001
H (2.990, -2.862, 3.168)  0.000
H (1.043, -3.184, 4.691)  0.000
H (0.769, -3.976, 3.145)  0.000
H (-1.244, -2.670, 3.814)  0.001
H (-0.082, -0.930, 5.177)  0.000
H (-1.112, -0.196, 3.953)  0.003
H (1.120, 0.908, 4.007)  -0.001
H (2.424, -1.064, 4.812)  0.000
H (3.142, -0.393, 3.354)  0.000
H (1.641, 0.705, 1.585)  -0.008
H (-0.099, 0.789, 1.872)  0.014
H (-1.484, -1.344, 1.756)  -0.006
H (-0.704, -2.885, 1.391)  0.005
O (5.481, 0.626, -2.838)  0.000
C (5.024, 1.918, -2.467)  0.000
N (3.586, 1.869, -2.468)  -0.004
C (2.849, 2.648, -3.301)  0.000
O (3.329, 3.472, -4.052)  0.000
C (1.354, 2.458, -3.261)  0.004
C (0.609, 2.970, -4.317)  -0.003
C (-0.765, 2.821, -4.303)  0.006
C (-1.352, 2.178, -3.225)  0.003
N (-0.650, 1.701, -2.198)  0.048
C (0.679, 1.839, -2.225)  -0.009
H (6.427, 0.673, -3.012)  0.000
H (5.323, 2.682, -3.182)  0.000
H (5.391, 2.177, -1.470)  0.000
H (3.164, 1.060, -2.040)  0.002
H (1.126, 3.479, -5.120)  0.000
H (-1.380, 3.202, -5.105)  0.000
H (-2.426, 2.047, -3.176)  0.000
H (1.202, 1.451, -1.359)  0.003

## Properties
Orbital gap (spin up / spin down): 8.29 / 6.33 eV
2S+1: 3
Highest occupied orbital energy (spin up / spin down): -10.5 / -10.9 eV
Net charge: +1
F_max: 0.8 eV Å⁻¹
Energy relative to the best compared isomer or geometry (same formula, charge and spin): 5.88 kcal per mole

C2H7N2O3S | wB97M-V/def2-TZVPD

Last column: Löwdin charge in e.
CARTESIAN COORDINATES (ANGSTROEM)
C (-1.655, 0.795, -0.280)  -0.083
C (-0.574, -0.282, -0.258)  -0.377
N (-0.253, -0.632, 1.138)  -0.161
N (0.726, -1.658, 1.286)  -0.021
S (1.068, 0.554, -0.904)  0.461
O (2.070, -0.508, -1.178)  -0.426
O (1.485, 1.328, 0.304)  -0.412
O (0.743, 1.328, -2.097)  -0.391
H (-1.118, 1.704, -0.252)  0.052
H (-2.235, 0.591, 0.585)  0.060
H (-2.202, 0.641, -1.152)  0.051
H (-0.763, -1.095, -0.945)  0.111
H (0.077, 0.209, 1.465)  0.036
H (1.402, -1.262, 1.913)  0.054
H (1.229, -1.712, 0.373)  0.045

## Properties
SMILES: C[C@H](NN)S(=O)(=O)[O-]
Orbital gap: 8.20 eV
Highest occupied orbital energy: -4.1 eV
Net charge: -1
F_max: 4.1 eV Å⁻¹
Energy relative to the best compared isomer or geometry (same formula, charge and spin): 0.00 kcal per mole

CH6S3 | wB97M-V/def2-TZVPD

Last column: Löwdin charge in e.
CARTESIAN COORDINATES (ANGSTROEM)
C (-1.738, 1.028, 1.621)  -0.425
S (-1.661, 1.076, -0.304)  0.323
S (-1.365, -0.999, -0.626)  0.286
H (-1.448, 0.041, 1.966)  0.000
H (-0.971, 1.769, 1.943)  0.023
H (-2.699, 1.329, 2.069)  0.027
H (-0.089, -1.019, -0.226)  -0.235
S (3.640, -0.532, 0.080)  0.459
H (2.639, -1.257, -0.469)  -0.236
H (2.931, 0.607, 0.220)  -0.222

## Properties
SMILES: CSS.S
Orbital gap: 9.48 eV
Highest occupied orbital energy: -9.2 eV
F_max: 2.2 eV Å⁻¹
Energy relative to the best compared isomer or geometry (same formula, charge and spin): 8.05 kcal per mole

C23H35N5OS | wB97M-V/def2-TZVPD

Last column: Löwdin charge in e.
CARTESIAN COORDINATES (ANGSTROEM)
C (-0.996, -4.008, 1.250)  -0.163
C (-2.311, -3.548, 0.853)  -0.269
C (-2.495, -1.924, 0.987)  -0.251
N (-2.531, -1.251, -0.231)  -0.219
C (-1.249, -1.149, -0.939)  -0.264
C (-1.018, -0.006, -1.819)  -0.217
C (0.437, 0.044, -2.266)  -0.093
C (-3.675, -1.643, -1.272)  -0.026
C (-4.547, -0.283, -1.407)  -0.186
C (-5.027, 0.569, -0.304)  -0.240
N (-3.818, 1.135, 0.439)  -0.019
C (-3.755, 2.711, 0.484)  -0.792
S (-5.000, 3.691, -0.001)  0.626
N (-2.452, 2.840, 0.702)  -0.008
C (-1.269, 2.424, 1.114)  -0.321
C (-1.279, 1.267, 1.950)  -0.019
C (-0.093, 0.558, 2.421)  0.033
C (1.130, 0.777, 1.579)  -0.339
N (2.199, 0.159, 1.787)  0.140
C (3.422, 0.697, 1.057)  -0.257
N (3.384, 1.744, 0.442)  0.079
C (2.265, 2.516, -0.017)  -0.336
O (2.294, 3.598, -0.480)  0.121
C (1.007, 2.055, 0.843)  -0.019
C (-0.118, 2.767, 0.378)  0.030
C (4.655, 2.177, -0.268)  -0.067
C (5.003, 1.126, -1.246)  -0.320
C (5.800, 0.021, -1.127)  -0.266
C (5.038, -0.983, 0.042)  -0.144
C (4.448, -0.305, 1.439)  -0.087
H (-0.932, -5.083, 1.003)  0.085
H (-0.924, -3.772, 2.289)  0.078
H (-0.302, -3.670, 0.526)  0.057
H (-2.670, -3.906, -0.247)  0.140
H (-3.102, -4.058, 1.626)  0.136
H (-1.865, -1.534, 1.720)  0.052
H (-3.485, -1.828, 1.754)  0.167
H (-0.663, -1.125, 0.013)  0.121
H (-1.191, -2.168, -1.347)  0.125
H (-1.254, 0.965, -1.039)  0.173
H (-1.709, -0.197, -2.719)  0.137
H (0.865, -0.831, -2.876)  0.106
H (1.135, -0.015, -1.250)  0.123
H (0.704, 0.802, -2.728)  -0.042
H (-3.260, -2.029, -2.010)  0.016
H (-4.261, -2.322, -0.619)  0.115
H (-3.971, 0.362, -1.882)  0.033
H (-5.376, -0.462, -2.183)  0.136
H (-5.804, 1.379, -0.545)  0.079
H (-5.290, -0.222, 0.475)  0.114
H (-3.089, 0.427, 0.493)  0.042
H (-2.488, 3.968, 0.649)  0.185
H (-2.282, 1.057, 2.537)  0.151
H (0.024, -0.389, 2.977)  0.104
H (-0.226, 3.730, 0.111)  0.092
H (5.494, 2.359, 0.461)  0.154
H (4.505, 3.052, -0.938)  0.136
H (5.697, 1.469, -2.144)  0.162
H (4.139, 0.701, -1.962)  0.181
H (6.091, -0.789, -1.856)  0.132
H (6.733, 0.217, -0.337)  0.161
H (5.548, -2.067, 0.338)  0.145
H (4.101, -1.198, -0.504)  0.071
H (4.286, -1.035, 2.163)  0.081
H (5.371, 0.438, 1.656)  0.148

## Properties
SMILES: CCCN(CCC)CCCNC(=S)Nc1ccc2nc3n(c(=O)c2c1)CCCCC3
Orbital gap: 6.82 eV
Highest occupied orbital energy: -7.2 eV
F_max: 14.5 eV Å⁻¹
Energy relative to the best compared isomer or geometry (same formula, charge and spin): 404.12 kcal per mole